Molecular formula: C24H57Al2N8O13P
Method: DFT, the ωB97M-V functional and the def2-TZVPD basis

As for the total energy: -86809.359 eV. The HOMO-LUMO gap is 2.6 eV. The total charge is +2. As for the max |F|: 0.0992 Eh/bohr.

Cartesian coordinates (Å):
Al -0.801 -2.287 -2.439
Al 1.110 -3.591 1.702
O 0.105 -4.565 -0.877
H 0.400 -5.337 -1.398
P -0.107 -0.881 0.396
O -0.790 0.182 -0.490
O -0.986 -2.119 0.433
O 0.319 -0.614 1.865
O 1.076 -1.500 -0.362
C 3.841 -0.805 1.319
O 3.397 -1.765 1.851
N 5.123 -0.559 1.209
C 5.670 0.687 0.515
C 6.223 -1.385 1.684
H 3.250 0.011 0.875
H 5.948 0.303 -0.466
H 6.558 1.141 0.955
H 4.915 1.450 0.326
H 6.692 -0.772 2.454
H 5.961 -2.310 2.199
H 6.915 -1.647 0.884
C -0.428 1.498 -3.359
O -0.935 0.459 -3.744
N 0.207 2.371 -4.165
C 0.623 3.776 -3.679
C 0.707 1.903 -5.548
H -0.512 1.859 -2.323
H 0.504 4.547 -4.439
H 1.688 3.805 -3.447
H 0.071 4.025 -2.773
H 0.181 1.039 -5.955
H 0.646 2.600 -6.383
H 1.772 1.747 -5.372
C -2.441 -0.658 3.937
O -2.372 -0.589 5.146
N -3.617 -0.644 3.251
C -3.732 -0.493 1.770
C -4.847 -0.168 4.007
H -1.665 -0.633 3.156
H -3.781 0.589 1.645
H -4.508 -1.084 1.285
H -2.776 -0.717 1.298
H -5.746 -0.539 3.513
H -4.839 -0.527 5.036
H -4.852 0.922 3.990
C 5.046 -4.196 -0.013
O 3.989 -4.285 0.577
N 5.333 -3.395 -1.083
C 6.662 -3.085 -1.572
C 4.299 -2.572 -1.740
H 6.002 -4.692 0.217
H 6.915 -2.027 -1.637
H 6.861 -3.630 -2.495
H 7.386 -3.463 -0.850
H 4.248 -2.627 -2.827
H 3.363 -2.902 -1.288
H 4.580 -1.546 -1.505
C -2.741 -4.387 3.311
O -1.495 -4.281 3.018
N -3.767 -4.158 2.500
C -5.076 -3.693 3.027
C -3.597 -4.023 1.037
H -3.158 -4.715 4.275
H -5.718 -4.482 2.635
H -5.448 -2.717 2.713
H -5.205 -3.706 4.109
H -2.552 -3.853 0.779
H -3.981 -4.922 0.553
H -4.243 -3.189 0.766
C -3.665 0.133 -1.627
O -3.400 -0.932 -2.213
N -4.682 0.949 -1.868
C -4.899 2.171 -1.056
C -5.642 0.605 -2.935
H -3.031 0.484 -0.798
H -4.813 3.089 -1.638
H -4.223 2.269 -0.207
H -5.925 2.142 -0.689
H -5.152 -0.010 -3.690
H -6.416 -0.034 -2.510
H -6.114 1.441 -3.452
C -1.825 3.672 -0.098
O -2.358 4.519 -0.746
N -1.459 3.864 1.128
C -1.653 5.075 1.831
C -0.926 2.780 2.001
H -1.513 2.720 -0.554
H -0.824 5.758 2.014
H -1.952 4.905 2.865
H -2.413 5.681 1.337
H -1.596 2.389 2.768
H -0.657 1.850 1.500
H -0.069 3.174 2.546
C 2.825 1.229 -1.615
O 3.497 1.219 -2.616
N 2.767 2.295 -0.804
C 3.426 3.547 -1.106
C 2.073 2.210 0.455
H 2.274 0.371 -1.199
H 3.781 3.779 -2.110
H 4.286 3.502 -0.437
H 2.850 4.420 -0.799
H 1.294 2.971 0.492
H 1.613 1.223 0.475
H 2.654 2.357 1.366

Here are the Löwdin charges for atoms 1 to 8, given in e:
1. Al 1.30
2. Al 1.31
3. O -0.25
4. H 0.01
5. P -0.10
6. O -0.29
7. O -0.27
8. O -0.16

Molecular formula: C24H57CrN8O13SV
Method: DFT, the ωB97M-V functional and the def2-TZVPD basis

As for the total energy: -129289.499 eV. The spin multiplicity is 8. The HOMO-LUMO gap (spin up / spin down) is 8.0 / 8.0 eV. The total charge is +1. As for the max |F|: 0.1164 Eh/bohr.

Cartesian coordinates (Å):
Cr 0.652 -1.842 -3.314
V 1.636 1.619 -2.036
O 1.724 -0.068 -3.301
H 2.244 0.517 -3.885
S -0.333 0.017 -1.101
O 1.012 0.203 -0.593
O -0.553 1.181 -1.865
O -0.418 -1.109 -1.940
O -1.272 -0.136 -0.009
C -1.060 -4.596 -2.741
O -0.159 -3.708 -2.835
N -1.337 -5.289 -1.604
C -0.394 -5.373 -0.519
C -2.493 -6.173 -1.515
H -1.776 -4.870 -3.531
H 0.496 -4.783 -0.742
H -0.041 -6.397 -0.398
H -0.812 -5.134 0.458
H -3.143 -5.953 -0.669
H -3.146 -6.046 -2.379
H -2.192 -7.216 -1.412
C -3.255 1.831 1.788
O -3.637 1.674 2.925
N -3.621 2.731 0.880
C -3.162 2.491 -0.484
C -4.646 3.728 1.026
H -2.424 1.199 1.440
H -2.234 1.919 -0.468
H -2.790 3.365 -1.020
H -3.870 2.060 -1.191
H -5.085 3.685 0.029
H -5.268 3.635 1.916
H -4.197 4.718 1.102
C 4.769 1.277 -0.574
O 3.694 1.314 -1.129
N 4.925 0.728 0.667
C 3.790 0.235 1.392
C 6.244 0.603 1.195
H 5.771 1.508 -0.968
H 3.665 0.713 2.363
H 4.071 -0.754 1.755
H 2.772 0.248 1.003
H 6.960 1.287 0.740
H 6.066 0.962 2.209
H 6.634 -0.404 1.343
C 2.464 -2.969 -0.674
O 1.931 -2.518 -1.673
N 3.790 -3.135 -0.526
C 4.766 -2.937 -1.450
C 4.388 -3.388 0.842
H 1.980 -3.156 0.297
H 5.465 -2.172 -1.111
H 4.283 -2.858 -2.424
H 5.354 -3.834 -1.644
H 3.764 -3.878 1.589
H 5.175 -4.103 0.601
H 4.898 -2.571 1.353
C 0.555 3.010 0.991
O 1.062 3.189 -0.122
N 0.908 3.580 2.141
C 0.182 3.362 3.400
C 2.121 4.421 2.197
H -0.343 2.381 1.093
H 0.454 2.541 4.063
H -0.862 3.246 3.111
H 0.132 4.244 4.037
H 2.432 4.973 1.310
H 2.188 5.178 2.978
H 3.022 3.826 2.343
C -3.659 -2.473 -0.272
O -3.819 -3.495 0.348
N -4.380 -2.228 -1.384
C -5.299 -3.168 -2.089
C -4.082 -0.926 -1.996
H -2.933 -1.697 0.015
H -5.028 -4.217 -1.970
H -5.306 -2.969 -3.161
H -6.337 -3.037 -1.786
H -3.050 -0.998 -2.341
H -4.782 -0.584 -2.758
H -4.156 -0.188 -1.197
C 1.061 6.197 -1.680
O 1.316 7.338 -1.352
N -0.154 5.796 -2.103
C -0.507 4.529 -2.559
C -1.320 6.834 -2.110
H 1.794 5.390 -1.523
H -1.370 4.647 -3.214
H -0.851 3.790 -1.835
H 0.164 4.276 -3.380
H -1.790 6.647 -1.144
H -1.106 7.888 -2.285
H -2.031 6.675 -2.921
C 0.644 -1.680 2.462
O 1.839 -2.055 2.581
N -0.351 -2.027 3.262
C -1.597 -1.507 3.131
C -0.370 -3.202 4.170
H 0.333 -0.930 1.718
H -1.525 -0.466 2.817
H -2.069 -1.578 4.112
H -2.089 -2.102 2.362
H -1.314 -3.260 4.711
H -0.172 -4.159 3.686
H 0.381 -3.096 4.953

Here are the Löwdin charges for atoms 1 to 8, given in e:
1. Cr 1.01
2. V 1.01
3. O -0.42
4. H 0.01
5. S 0.15
6. O -0.36
7. O -0.33
8. O -0.38

Molecular formula: C24H58BN4O9
Method: DFT, the ωB97M-V functional and the def2-TZVPD basis

As for the total energy: -50881.258 eV. The HOMO-LUMO gap is 6.1 eV. The total charge is +1. As for the max |F|: 0.0670 Eh/bohr.

Cartesian coordinates (Å):
C 5.926 0.892 1.408
C 4.684 1.944 1.326
B 3.398 1.102 1.877
O 2.820 0.177 0.936
N 2.913 1.277 3.298
C 3.975 1.626 4.320
C 3.894 3.232 4.483
C 5.310 3.924 4.452
N 5.398 5.394 4.287
O 6.372 3.296 4.541
C 1.661 1.149 3.697
N 1.288 1.294 5.115
C 0.113 2.194 5.288
N 0.606 0.860 2.738
C -0.192 -0.343 3.088
C -1.647 -0.295 2.380
C -2.505 0.782 3.199
C -3.805 1.299 2.391
O -3.829 2.735 2.486
C -5.151 3.252 2.772
H 6.211 0.474 0.400
H 6.835 1.344 1.920
H 5.600 0.025 2.082
H 4.880 2.891 1.912
H 4.558 2.177 0.224
H 2.177 0.685 0.392
H 3.794 1.093 5.309
H 5.008 1.290 3.981
H 3.305 3.536 5.399
H 3.318 3.640 3.581
H 5.946 5.799 5.061
H 5.928 5.630 3.441
H 1.116 0.356 5.514
H 0.266 2.794 6.250
H -0.859 1.615 5.463
H -0.035 2.917 4.434
H 0.025 1.679 2.529
H -0.396 -0.481 4.194
H 0.330 -1.290 2.727
H -2.171 -1.294 2.405
H -1.477 0.069 1.322
H -1.903 1.724 3.423
H -2.832 0.344 4.200
H -4.692 0.778 2.860
H -3.711 1.027 1.295
H -5.814 2.538 3.348
H -4.993 4.179 3.425
H -5.620 3.568 1.788
C 2.479 -2.866 0.542
O 2.016 -4.027 -0.131
C 1.661 -3.768 -1.487
C 2.783 -4.142 -2.447
O 3.939 -3.330 -2.247
C 4.923 -3.970 -1.447
H 3.036 -3.185 1.426
H 3.137 -2.259 -0.081
H 1.623 -2.263 0.862
H 1.368 -2.720 -1.615
H 0.787 -4.388 -1.711
H 2.440 -3.964 -3.471
H 3.037 -5.204 -2.363
H 5.494 -4.675 -2.058
H 4.487 -4.497 -0.595
H 5.601 -3.203 -1.068
C -8.486 2.901 -1.056
O -7.220 3.370 -0.609
C -6.304 3.575 -1.679
C -6.249 5.038 -2.105
O -7.491 5.475 -2.646
C -8.285 6.175 -1.698
H -9.216 3.086 -0.266
H -8.820 3.409 -1.962
H -8.433 1.824 -1.242
H -6.551 2.928 -2.528
H -5.314 3.281 -1.313
H -5.501 5.143 -2.897
H -5.943 5.680 -1.271
H -7.932 7.207 -1.610
H -8.269 5.701 -0.713
H -9.314 6.185 -2.060
C 2.684 -6.109 -6.098
O 1.484 -5.535 -5.596
C 0.852 -4.679 -6.542
C -0.271 -5.390 -7.288
O 0.224 -6.457 -8.091
C 0.092 -7.723 -7.459
H 2.925 -6.982 -5.488
H 2.588 -6.429 -7.137
H 3.500 -5.385 -6.015
H 1.587 -4.265 -7.240
H 0.422 -3.843 -5.978
H -0.747 -4.675 -7.966
H -1.038 -5.751 -6.595
H -0.934 -8.085 -7.568
H 0.354 -7.686 -6.398
H 0.767 -8.421 -7.957

Here are the Löwdin charges for atoms 1 to 8, given in e:
1. C -0.08
2. C -0.11
3. B -0.38
4. O 0.09
5. N 0.13
6. C -0.08
7. C -0.06
8. C -0.42

Which of these has the lowest max |F|?
C24H58BN4O9

Repeat the third record exactly.
Molecular formula: C24H58BN4O9
Method: DFT, the ωB97M-V functional and the def2-TZVPD basis

As for the total energy: -50881.258 eV. The HOMO-LUMO gap is 6.1 eV. The total charge is +1. As for the max |F|: 0.0670 Eh/bohr.

Cartesian coordinates (Å):
C 5.926 0.892 1.408
C 4.684 1.944 1.326
B 3.398 1.102 1.877
O 2.820 0.177 0.936
N 2.913 1.277 3.298
C 3.975 1.626 4.320
C 3.894 3.232 4.483
C 5.310 3.924 4.452
N 5.398 5.394 4.287
O 6.372 3.296 4.541
C 1.661 1.149 3.697
N 1.288 1.294 5.115
C 0.113 2.194 5.288
N 0.606 0.860 2.738
C -0.192 -0.343 3.088
C -1.647 -0.295 2.380
C -2.505 0.782 3.199
C -3.805 1.299 2.391
O -3.829 2.735 2.486
C -5.151 3.252 2.772
H 6.211 0.474 0.400
H 6.835 1.344 1.920
H 5.600 0.025 2.082
H 4.880 2.891 1.912
H 4.558 2.177 0.224
H 2.177 0.685 0.392
H 3.794 1.093 5.309
H 5.008 1.290 3.981
H 3.305 3.536 5.399
H 3.318 3.640 3.581
H 5.946 5.799 5.061
H 5.928 5.630 3.441
H 1.116 0.356 5.514
H 0.266 2.794 6.250
H -0.859 1.615 5.463
H -0.035 2.917 4.434
H 0.025 1.679 2.529
H -0.396 -0.481 4.194
H 0.330 -1.290 2.727
H -2.171 -1.294 2.405
H -1.477 0.069 1.322
H -1.903 1.724 3.423
H -2.832 0.344 4.200
H -4.692 0.778 2.860
H -3.711 1.027 1.295
H -5.814 2.538 3.348
H -4.993 4.179 3.425
H -5.620 3.568 1.788
C 2.479 -2.866 0.542
O 2.016 -4.027 -0.131
C 1.661 -3.768 -1.487
C 2.783 -4.142 -2.447
O 3.939 -3.330 -2.247
C 4.923 -3.970 -1.447
H 3.036 -3.185 1.426
H 3.137 -2.259 -0.081
H 1.623 -2.263 0.862
H 1.368 -2.720 -1.615
H 0.787 -4.388 -1.711
H 2.440 -3.964 -3.471
H 3.037 -5.204 -2.363
H 5.494 -4.675 -2.058
H 4.487 -4.497 -0.595
H 5.601 -3.203 -1.068
C -8.486 2.901 -1.056
O -7.220 3.370 -0.609
C -6.304 3.575 -1.679
C -6.249 5.038 -2.105
O -7.491 5.475 -2.646
C -8.285 6.175 -1.698
H -9.216 3.086 -0.266
H -8.820 3.409 -1.962
H -8.433 1.824 -1.242
H -6.551 2.928 -2.528
H -5.314 3.281 -1.313
H -5.501 5.143 -2.897
H -5.943 5.680 -1.271
H -7.932 7.207 -1.610
H -8.269 5.701 -0.713
H -9.314 6.185 -2.060
C 2.684 -6.109 -6.098
O 1.484 -5.535 -5.596
C 0.852 -4.679 -6.542
C -0.271 -5.390 -7.288
O 0.224 -6.457 -8.091
C 0.092 -7.723 -7.459
H 2.925 -6.982 -5.488
H 2.588 -6.429 -7.137
H 3.500 -5.385 -6.015
H 1.587 -4.265 -7.240
H 0.422 -3.843 -5.978
H -0.747 -4.675 -7.966
H -1.038 -5.751 -6.595
H -0.934 -8.085 -7.568
H 0.354 -7.686 -6.398
H 0.767 -8.421 -7.957

Here are the Löwdin charges for atoms 1 to 8, given in e:
1. C -0.08
2. C -0.11
3. B -0.38
4. O 0.09
5. N 0.13
6. C -0.08
7. C -0.06
8. C -0.42

The highest max |F| belongs to which entry?
C24H57CrN8O13SV